C4H5Cl2NO2 | the ωB97M-V functional and the def2-TZVPD basis

Structure (XYZ):
```
14
C4H5Cl2NO2 (the ωB97M-V functional and the def2-TZVPD basis)
O -2.864 1.712 -1.537
N -3.593 0.549 -1.515
C -4.042 0.216 -0.380
Cl -4.107 0.971 1.147
Cl -4.849 -1.355 -0.373
H -2.682 1.943 -2.517
C -0.257 0.542 0.348
C -1.080 -0.680 0.914
C -1.338 -1.635 0.079
O -1.732 -2.297 -0.834
H 0.730 0.375 0.775
H -0.430 0.393 -0.800
H -0.767 1.470 0.572
H -1.098 -0.857 1.990
```

## Properties
Frontier orbital gap (eV): 9.45
E_LUMO (eV): 0.514
2S+1: 1
Maximum force (eV/Å): 3.97
Energy relative to the best compared isomer or geometry (same formula, charge and spin) (eV): 0.000
Total charge: 0

Here are the natural (NBO) charges for atoms 1 to 4, given in e:
1. O -0.5516
2. N -0.1480
3. C 0.1136
4. Cl 0.0661